Molecular formula: C32H21Cl2N4RuS2
Method: DFT, the ωB97M-V functional and the def2-TZVPD basis

The geometry in XYZ format:
```
62
Properties=species:S:1:pos:R:3:forces:R:3
Ru 0.5088 0.9192 0.4288 -0.6 -0.2 -0.3
Cl 3.4369 1.8938 0.6595 -0.1 0.5 0.3
Cl 2.7239 -3.0761 -1.4507 -0.4 -0.2 0.0
S -3.7781 1.6437 0.8940 0.0 0.5 0.3
S -4.3271 0.1036 -1.5740 0.0 0.3 0.4
N -3.1477 -0.9842 2.6889 -0.6 -0.2 0.3
N -0.4552 5.0452 -5.9789 -0.2 0.0 0.5
N -2.0373 -0.0601 -0.3528 -0.3 0.6 1.7
N 1.7687 -0.3337 -0.3424 0.7 -0.1 0.1
C -0.2603 2.3844 -3.6952 -0.3 -0.4 -1.3
C -0.4077 4.5507 -4.9354 0.5 -0.9 0.9
C -1.0647 -2.0370 -1.5217 0.5 0.7 -0.1
C -1.1455 -2.8530 -2.6337 -0.4 -0.3 -0.2
C 3.0639 -0.5707 -0.3325 0.3 -1.1 -0.2
C -2.0528 -1.0435 -1.2792 0.2 -1.0 -1.3
C -2.0274 -2.7679 1.6077 0.7 -0.6 0.6
C 0.2385 2.2606 -1.3172 0.0 -0.3 0.2
C 0.4220 -1.8433 2.3594 -1.4 0.8 0.2
C 5.0700 -1.9811 -0.7990 0.3 -0.7 -0.6
C -3.2353 -1.8540 -3.2785 -0.3 1.2 1.6
C 5.9523 -0.9710 -0.4445 0.6 -0.3 0.4
C 0.3210 2.4521 3.2581 0.5 -1.0 -0.8
C 0.0438 4.3769 -2.4513 0.0 1.3 -0.5
C -1.0268 0.4713 4.5721 -0.7 -0.2 -0.1
C -0.8887 -3.4939 1.2571 -0.7 0.1 0.5
C -0.2098 3.7809 -3.6788 -0.4 0.4 -1.0
C -3.1722 -1.0306 -2.1087 0.0 -1.5 -2.1
C 0.1901 1.2021 2.5725 -0.4 1.1 0.7
C -2.2564 -2.7742 -3.5017 0.7 0.1 0.0
C 0.2729 3.6531 -1.3138 0.4 -0.1 1.1
C 3.7028 -1.8173 -0.7907 0.0 1.3 0.5
C -0.0315 1.6609 -2.5697 0.3 -0.3 1.7
C 5.4104 0.1859 0.0737 -0.4 0.1 -0.3
C -1.9635 -1.5890 2.3804 0.4 -1.5 -1.3
C 0.3586 -3.0123 1.6685 0.5 -1.1 -0.7
C -0.5049 0.2279 3.3072 0.1 0.5 -0.3
C -0.1602 2.6972 4.5270 -0.3 0.0 0.2
C -3.2162 0.5523 -0.2394 0.6 -0.1 -0.6
C 4.0523 0.3676 0.1349 -0.5 -0.5 -0.4
C -0.7263 -1.0745 2.6715 1.6 -0.9 0.3
C -0.9045 1.6969 5.1810 1.0 0.8 -0.3
H 7.0401 -1.1052 -0.5231 -0.6 0.0 0.1
H 0.5169 4.2431 -0.3999 -0.3 -0.7 -0.6
H -1.3037 1.9011 6.1514 -0.3 0.0 0.5
H -3.0104 0.0065 2.6802 -0.5 0.9 0.0
H 0.8747 3.2208 2.7449 0.1 0.4 -0.1
H -3.0265 -3.1251 1.3834 0.0 -0.2 -0.3
H 5.5009 -2.9332 -1.1282 -0.4 0.3 0.0
H 0.0539 5.4514 -2.3328 0.0 0.2 -0.4
H 1.3519 -1.4659 2.6846 1.0 0.5 0.1
H -1.0002 -4.4433 0.7218 0.1 0.5 0.0
H 6.0155 0.9889 0.4053 0.6 0.7 0.2
H -3.8080 -1.2580 1.9707 -0.3 0.5 0.3
H 1.3067 -3.5023 1.4024 -0.6 0.0 0.1
H -1.6496 -0.3128 4.9870 0.1 0.0 0.3
H -0.3526 -3.5616 -2.8911 -0.2 0.3 0.4
H -4.0247 -1.6778 -3.9856 -0.4 -0.2 -0.2
H -2.3213 -3.3545 -4.4062 0.2 -0.3 -0.2
H 0.0234 3.6859 4.9715 -0.2 -0.5 0.0
H -0.5048 1.7712 -4.5667 0.1 0.7 -0.2
H -0.1734 -2.0630 -0.8946 -0.2 0.1 -0.1
H -0.0459 0.5752 -2.6275 -0.1 0.1 -0.1
```
Forces are in eV/Å.

2S+1: 6
Energy relative to the best compared isomer or geometry (same formula, charge and spin) (eV): 0.444
Kohn-Sham gap (spin up / spin down) (eV): 5.825 / 6.485
LUMO energy (spin up / spin down) (eV): 4.49 / 4.48
Charge: -2
⟨S²⟩: 8.7767

Molecular formula: C32H22BBrCrF2IP
Method: DFT, the ωB97M-V functional and the def2-TZVPD basis

The geometry in XYZ format:
```
61
Properties=species:S:1:pos:R:3:forces:R:3
I 1.7468 -3.3467 -0.2541 0.6 0.3 -0.4
Br -3.3739 -1.1450 1.0773 -0.2 0.4 -0.5
Cr -1.0099 -2.0674 -0.2160 1.0 1.1 0.0
P 0.5518 -0.3783 0.6927 0.1 1.1 0.6
F -1.3695 -3.9401 1.1514 0.2 0.0 0.3
F -2.4018 -5.0027 -0.5095 -0.2 -0.1 -0.3
C 0.0894 -1.1584 5.2017 0.0 0.0 0.1
C -0.3667 1.6042 -0.9326 0.2 -0.2 0.0
C 3.3037 -0.6250 -0.2141 0.2 0.3 0.0
C 4.0625 -2.2719 -1.8536 -1.1 -0.1 0.6
C 5.1978 -1.5155 -2.1225 0.6 0.8 0.2
C 5.4683 -0.4037 -1.3622 0.0 -0.6 -0.4
C 4.0157 1.5882 1.3880 0.6 0.1 -0.2
C -1.8503 -1.1377 -1.7699 -0.1 0.1 -0.7
C -1.2529 3.7386 -0.3206 0.0 0.1 -0.1
C -0.9317 2.8106 -1.2961 0.0 0.2 -0.1
C -0.1004 1.3135 0.4050 -0.1 -0.2 -0.2
C 2.7333 1.0588 1.4388 -0.4 -0.8 -0.4
C -5.3928 1.2457 -1.6490 0.0 0.1 -0.4
C -3.8416 -0.2131 -0.5665 -0.4 0.1 0.7
C 4.8976 1.1234 0.4493 -0.2 0.1 0.2
C -1.2155 -1.2165 -3.0023 0.0 -0.1 0.6
C 1.2257 -1.5832 4.5323 0.1 -0.1 0.1
C 3.1502 -1.8496 -0.9065 0.0 -0.9 -0.2
C -0.9062 -0.4824 4.5149 0.0 -0.1 0.1
C -3.5142 0.3458 -2.8738 0.1 -0.1 0.3
C -0.7638 -0.2344 3.1641 0.0 0.0 -0.2
C 0.3933 -0.6228 2.4925 -0.1 -0.2 0.0
C -2.7985 0.2284 -4.0782 0.3 -0.1 -0.2
C -3.0423 -0.3529 -1.7185 0.1 0.0 -0.3
C 4.5598 0.0417 -0.3856 -0.3 -0.2 0.0
C -4.6765 1.1399 -2.8072 -0.2 0.1 0.2
C 2.3537 -0.0129 0.6391 0.0 0.4 0.5
C -1.6683 -0.5412 -4.1383 -0.3 0.3 -0.3
C 1.3807 -1.3237 3.1840 -0.1 0.1 -0.1
C -0.9593 3.4741 1.0057 0.0 0.1 0.1
C -4.9786 0.5496 -0.5096 0.4 -0.4 0.3
C -0.3811 2.2730 1.3722 0.1 -0.1 0.0
B -1.8085 -3.8702 -0.1818 -0.7 -2.0 0.2
H -3.1746 0.7443 -4.9483 0.0 0.1 -0.2
H -0.0262 -1.3632 6.2553 0.0 0.0 0.1
H 6.3872 0.1449 -1.4902 0.2 0.1 -0.1
H -4.9901 1.6674 -3.6957 -0.1 0.1 -0.1
H 5.8779 1.5621 0.3383 0.1 0.1 0.0
H 2.2707 -1.6597 2.6654 0.0 0.0 0.1
H -1.1319 3.0218 -2.3361 0.0 0.0 -0.1
H 1.9953 -2.1277 5.0599 0.0 0.0 0.1
H -0.1296 0.8698 -1.6923 -0.1 0.0 0.0
H -1.1870 4.2047 1.7679 0.0 0.1 0.1
H -0.1553 2.0881 2.4126 0.0 0.0 0.1
H -1.1182 -0.6219 -5.0642 0.0 0.0 -0.1
H -1.7240 4.6708 -0.5913 0.0 0.1 0.0
H -6.2839 1.8518 -1.6024 -0.1 0.1 0.0
H 2.0162 1.4852 2.1242 0.0 0.1 0.0
H 5.8841 -1.8432 -2.8875 0.1 0.0 -0.1
H -5.5537 0.6058 0.4022 0.0 0.0 0.1
H -0.3203 -1.8245 -3.1007 0.0 0.0 0.0
H -1.5546 0.2644 2.6233 0.0 0.0 0.1
H 4.2939 2.3832 2.0612 0.0 0.1 0.0
H -1.8017 -0.1570 5.0244 -0.1 0.0 0.1
H 3.8998 -3.2073 -2.3662 0.0 -0.1 0.0
```
Forces are in eV/Å.

2S+1: 5
Energy relative to the best compared isomer or geometry (same formula, charge and spin) (eV): 0.925
Kohn-Sham gap (spin up / spin down) (eV): 6.428 / 7.085
LUMO energy (spin up / spin down) (eV): -0.44 / -0.43
⟨S²⟩: 6.0554